Computed, not measured: a molecular structure, C6H8N2O, with ωB97M-V/def2-TZVPD.

```
17
C6H8N2O | the Open Molecules 2025 dataset | ωB97M-V/def2-TZVPD
C 2.47550 -0.96051 0.14670
C 1.47784 0.12867 -0.14447
C 0.07680 -0.37931 -0.26680
C -1.67502 -1.59563 -0.20358
C -2.13654 -0.21537 -0.03337
C -0.94456 1.97299 0.08933
H 2.44240 -1.27102 1.45305
H 3.54994 -0.60319 0.11668
H 2.51856 -2.03464 -0.27997
H -2.34161 -2.35278 -0.27245
H -3.19282 0.28977 -0.07413
H -0.20017 2.42859 0.78120
H -0.55757 2.21320 -0.78223
H -1.88613 2.36625 0.21646
N -0.37746 -1.64651 -0.23412
N -0.97687 0.47684 0.01217
O 1.74769 1.18266 -0.52449
```

The value obtained for the total energy is -11376.9814 eV. As for the HOMO energy: -8.6 eV. As for the energy relative to the best compared isomer or geometry (same formula, charge and spin): 2.3654 eV. The calculation puts the LUMO energy at 0.70 eV.

***

Computed, not measured: C6H8N2O in the gas phase, with ωB97M-V/def2-TZVPD.

```
17
C6H8N2O | the Open Molecules 2025 dataset | ωB97M-V/def2-TZVPD
C -2.07593 -0.81630 -0.13210
C -1.11935 0.26579 -0.26047
C 1.30396 1.58048 0.14866
C 1.34922 0.16603 -0.34960
C 0.84675 -0.86118 0.58828
C -0.68726 -0.82069 0.51303
H -2.87092 -0.86411 0.56384
H -2.18596 -1.44641 -1.12400
H -0.90877 0.31935 -1.31586
H 2.18821 2.20408 0.11783
H 0.88454 0.16953 -1.33303
H 1.99737 -1.53726 -0.86107
H 1.09944 -0.70931 1.69281
H -1.08186 -0.60365 1.51407
N 0.13990 2.23543 0.22192
N 2.20729 -0.95268 -0.08353
O -1.08662 1.67090 0.09925
```

The value obtained for the total energy is -11370.9822 eV. As for the HOMO energy: -8.8 eV. Its SMILES is C1=NO[C@@H]2C[C@H]2[C@H]2N[C@H]12. As for the energy relative to the best compared isomer or geometry (same formula, charge and spin): 8.3646 eV. The calculation puts the LUMO energy at 0.59 eV.

***

Computed, not measured: C6H8N2O in the gas phase, with ωB97M-V/def2-TZVPD.

```
17
C6H8N2O | the Open Molecules 2025 dataset | ωB97M-V/def2-TZVPD
C 0.47167 -0.09598 0.87440
C -0.34481 -0.92192 -0.39062
C -0.73518 0.06188 -1.69251
C -0.47780 1.40612 -1.61946
C 0.07837 2.00746 -0.14659
C 1.09146 1.16514 0.36187
H -0.80569 -2.08009 1.75463
H 0.82765 -2.75646 2.63985
H 0.15297 -1.89039 -0.69243
H -1.22019 -1.08608 0.13481
H -0.99732 -0.24862 -2.59707
H -0.98407 1.67630 -2.67018
H -0.98972 2.15530 0.51914
H 1.59818 0.96537 -0.46489
N 0.28376 -2.18540 1.75975
N 0.74035 -0.77922 1.88084
O 1.31038 2.60660 0.34846
```

The value obtained for the total energy is -11370.1325 eV. As for the HOMO energy: -9.1 eV. Its SMILES is N/N=C1\CC=C[C@@H]2O[C@@H]12. As for the energy relative to the best compared isomer or geometry (same formula, charge and spin): 9.2143 eV. The calculation puts the LUMO energy at 0.78 eV.

***

Computed, not measured: C6H8N2O in the gas phase, with ωB97M-V/def2-TZVPD.

```
17
C6H8N2O | the Open Molecules 2025 dataset | ωB97M-V/def2-TZVPD
C 1.93909 0.89128 0.22353
C 0.47953 -2.10327 -0.30430
C 0.95032 -0.03545 0.72475
C -0.45272 -0.02029 0.01970
C -1.60347 0.50501 0.94642
C -0.29729 0.81303 -1.32269
N 2.74558 1.59684 -0.19893
N 1.55702 -1.56396 0.06910
O -0.69219 -1.41703 -0.31095
H 0.44002 -3.14962 -0.65832
H 1.05104 -0.14511 1.80243
H -1.41324 0.01147 1.94595
H -2.52308 0.10153 0.42742
H -1.48606 1.58360 1.02595
H 0.44464 0.17710 -1.74149
H 0.14854 1.80078 -0.96480
H -1.28773 0.95409 -1.68377
```

The value obtained for the total energy is -11377.3118 eV. As for the HOMO energy: -10.3 eV. Its SMILES is CC1(C)OC=N[C@H]1C#N. As for the energy relative to the best compared isomer or geometry (same formula, charge and spin): 2.0351 eV. The calculation puts the LUMO energy at 0.65 eV.

***

Computed, not measured: C6H8N2O in the gas phase, with ωB97M-V/def2-TZVPD.

```
17
C6H8N2O | the Open Molecules 2025 dataset | ωB97M-V/def2-TZVPD
C -1.71957 -0.36419 1.17248
C -0.70612 0.54676 1.14199
C -1.64123 -1.08780 -0.11218
C 1.44800 -0.34195 0.35423
C -0.11759 0.54202 -0.23839
C 0.30865 1.70737 -1.01682
N -0.80203 -0.56700 -0.95522
N 1.59426 -1.42821 -0.37459
O 2.14819 0.11408 1.14799
H -2.44278 -0.67184 1.99503
H -0.45801 1.19197 2.00313
H -2.09031 -1.91751 -0.49784
H 0.87481 2.33949 -0.26322
H -0.51422 2.14667 -1.37693
H 1.08887 1.57422 -1.84792
H 0.77193 -1.65396 -0.95240
H 2.25713 -2.13012 -0.17934
```

The value obtained for the total energy is -11377.5501 eV. As for the HOMO energy: -8.9 eV. Its SMILES is C[C@@]1(C(N)=O)C=CC=N1. As for the energy relative to the best compared isomer or geometry (same formula, charge and spin): 1.7967 eV. The calculation puts the LUMO energy at 0.42 eV.

***

Computed, not measured: 2 unconnected molecules or ions with the total composition C6H8N2O2, with ωB97M-V/def2-TZVPD.

```
18
C6H8N2O2 | the Open Molecules 2025 dataset | ωB97M-V/def2-TZVPD
C -2.08428 1.32454 -0.03107
C -0.72041 1.05266 -0.22185
C -0.18221 -0.22347 -0.08515
C -2.59963 -1.08520 0.02473
C 3.00083 0.23246 0.57873
C 3.60888 -0.32432 -0.41730
H -3.99632 0.49361 0.21952
H -0.24991 2.05105 -0.02075
H 0.90265 -0.64938 -0.05176
H -1.13129 -2.08860 -0.41115
H 2.52067 1.19168 0.64237
H 2.95361 -0.42819 1.49092
H 3.89157 0.30141 -1.20544
H 4.14735 -1.43535 -0.26942
N -3.02324 0.26505 0.09805
N -1.24536 -1.17884 -0.37337
O -2.48043 2.51451 -0.10630
O -3.31249 -2.01364 0.13924
```

The value obtained for the total energy is -13424.7946 eV. As for the HOMO energy: -9.4 eV. Its SMILES is O=c1cc[nH]c(=O)[nH]1.C=C. As for the energy relative to the best compared isomer or geometry (same formula, charge and spin): 2.5787 eV. The calculation puts the LUMO energy at -0.06 eV.